The following is a quantum chemistry calculation of a 9-piece molecular cluster, C9H34N9O11 overall in a non-equilibrium geometry, from the Open Molecules 2025 dataset.

Geometry as XYZ:
```
63
Properties=species:S:1:pos:R:3:forces:R:3
O 7.476050 -7.781796 17.418424 -3.40 0.39 -0.20
C 8.618971 -7.563291 17.960346 4.28 1.77 1.90
O 9.569045 -8.333872 17.663246 0.01 -0.68 -0.86
O 8.763397 -6.557776 18.713597 -1.01 -0.87 0.03
H 7.569041 -8.178636 16.549247 -0.32 -0.49 -0.71
C 4.570058 -6.668165 19.696101 -5.41 0.98 3.40
O 3.573805 -6.514063 20.424017 -0.39 -0.42 -0.57
N 5.694645 -6.195547 20.054591 5.38 2.44 2.28
N 4.624397 -7.199254 18.529736 0.29 -1.94 -3.64
H 6.543045 -6.351437 19.529224 0.29 0.34 0.22
H 5.723017 -5.524258 20.808689 0.02 -0.45 -0.11
H 5.604556 -7.164270 18.288579 -0.54 -1.01 -1.91
H 3.856185 -7.656904 18.060176 0.54 0.05 0.29
C 10.626432 -7.464773 22.131476 3.27 -2.46 2.00
O 10.851902 -7.490251 23.331129 -0.58 -0.24 1.45
N 10.292517 -6.424157 21.480347 -2.35 5.17 -1.27
N 11.041766 -8.387693 21.276784 0.41 -3.15 -1.19
H 9.799276 -6.522295 20.604450 -0.04 0.55 -0.19
H 10.243809 -5.624775 22.095743 -0.66 0.24 -0.65
H 11.290910 -8.039710 20.361942 0.20 -0.37 -0.17
H 11.537974 -9.196347 21.623128 -0.26 0.26 -0.01
C 8.024295 -8.679363 14.225085 0.38 1.40 1.56
O 7.074896 -8.199084 14.865544 0.95 -0.55 0.62
N 9.307203 -8.824644 14.585943 0.04 0.45 2.10
N 7.943976 -8.956504 12.981711 -1.26 -1.38 -5.66
H 9.489565 -8.486174 15.519900 1.07 -0.47 0.48
H 9.922467 -9.372549 14.001683 0.05 0.25 0.79
H 7.081932 -8.931350 12.456038 0.08 0.07 0.27
H 8.813014 -9.051714 12.475927 -0.62 -0.07 -0.23
C 4.248596 -6.827647 13.610664 -4.91 0.42 -2.10
O 3.088870 -6.587102 13.105874 3.00 -0.43 1.36
N 4.429972 -7.327416 14.816241 -0.06 -0.68 2.53
N 5.366015 -6.683320 12.899806 0.71 0.10 -0.51
H 3.663312 -7.497741 15.451312 -0.04 0.27 -0.59
H 5.350405 -7.528658 15.180132 -0.16 0.00 -0.23
H 5.233303 -6.247951 11.998176 0.62 -0.02 0.34
H 6.199568 -6.845535 13.446599 0.46 0.39 -0.83
C 5.281429 -10.452982 17.046128 -0.94 -0.94 1.08
C 5.773045 -11.135577 18.400251 0.45 -0.28 -2.71
C 5.832929 -12.697897 18.282307 -0.53 0.09 -0.14
O 6.484819 -13.225054 17.111187 -0.52 -0.01 -0.06
C 6.295697 -14.641891 16.980816 0.70 0.87 -0.83
N 7.105228 -10.669042 18.651448 0.78 0.16 0.99
H 5.600835 -9.412269 16.991331 0.46 -0.31 -0.09
H 4.194395 -10.374230 17.062106 -0.32 -0.26 -0.18
H 5.560527 -11.076976 16.197114 0.25 0.40 -0.12
H 5.030332 -10.852422 19.146110 0.44 -0.18 0.49
H 4.795550 -13.032356 18.292296 -0.23 -0.29 -0.04
H 6.367075 -13.178840 19.101748 -0.16 0.49 0.59
H 5.294176 -14.923187 16.655370 -0.44 0.16 0.62
H 6.658338 -15.198300 17.845105 -0.29 0.04 0.25
H 6.901667 -14.947885 16.128021 0.33 0.11 0.07
H 7.729077 -11.031142 17.944485 0.13 -0.29 -0.07
H 7.184759 -9.666781 18.555240 -0.18 0.06 0.20
O 9.169922 -3.880547 18.390641 0.27 1.02 -0.01
H 8.775432 -3.809760 17.521391 -0.11 -0.03 -0.11
H 9.118716 -4.812660 18.602243 -0.17 -0.84 0.05
O 11.036861 -11.375155 17.210220 0.20 -0.37 -0.05
H 10.547137 -10.614150 17.522099 -0.23 0.53 0.25
H 10.883072 -11.388840 16.265561 -0.06 -0.01 -0.15
O 11.929743 -7.537026 18.600369 1.27 0.22 0.37
H 11.077843 -7.745575 18.216960 -1.19 -0.42 -0.46
H 12.087946 -6.626108 18.352534 0.05 0.24 0.10
```
Forces are in eV/Å.

Properties
M, g mol⁻¹: 444.42
Strongest force on any atom, Eh/bohr: 0.126
Spin multiplicity: 1
HOMO level, eV: -6.4
Charge: -1
Frontier orbital gap, hartree: 0.299
Energy relative to the best compared isomer or geometry (same formula, charge and spin), eV: 2.605

***

The following is a quantum chemistry calculation of a 7-piece molecular cluster, C9H35BNO11P overall, from the Open Molecules 2025 dataset.

Geometry as XYZ:
```
58
Properties=species:S:1:pos:R:3:forces:R:3
N -1.963436 3.989332 -1.136982 -0.01 -0.16 0.06
C -0.906070 3.201890 -1.771332 0.00 0.09 0.12
C -1.365836 2.175783 -2.811026 -0.10 0.01 -0.22
O -2.648138 1.609565 -2.478448 -0.02 -0.30 0.18
C -0.343106 1.050450 -3.077159 0.33 0.12 -0.32
B -0.846077 -0.264298 -2.407429 -0.14 -0.15 0.15
O -1.669440 -1.145078 -3.084217 -0.04 0.21 0.15
P -0.332070 -0.824998 -0.593445 0.48 -0.37 0.29
O 0.252743 -2.174507 -0.597296 -0.25 0.29 0.00
O 0.690774 0.249765 0.061630 0.14 0.03 -0.42
O -1.601200 -0.647658 0.382525 -0.27 0.22 -0.35
H -2.599411 4.355611 -1.839401 0.17 0.12 0.01
H -2.550375 3.421109 -0.531585 0.05 -0.02 -0.04
H -0.309778 2.693515 -1.000636 -0.16 0.06 0.00
H -0.215587 3.896775 -2.260215 0.01 -0.16 0.02
H -1.538335 2.691292 -3.762543 -0.09 0.05 0.19
H -2.815965 1.646226 -1.524265 0.01 0.14 -0.04
H -0.323853 0.887816 -4.160496 0.19 -0.05 0.14
H 0.672129 1.302581 -2.745943 -0.19 0.21 -0.01
H -2.593460 -0.890330 -2.964945 -0.07 -0.11 -0.14
H 0.250704 0.988568 0.494954 -0.04 0.01 0.19
H -1.744862 0.306464 0.545495 -0.19 -0.25 0.30
C 3.275009 -3.598707 -0.528049 0.05 0.04 0.01
O 4.404287 -3.941949 0.272138 -0.07 -0.05 0.08
H 3.660058 -3.109498 -1.420778 -0.01 0.00 0.00
H 2.709387 -4.482107 -0.834197 0.00 -0.01 -0.01
H 2.597449 -2.912169 -0.019696 -0.01 0.00 -0.01
H 4.075478 -4.368910 1.069488 0.07 0.01 0.01
C -5.444014 2.108808 -0.675819 -0.05 0.03 -0.08
O -4.246941 2.094723 0.100823 -0.02 -0.05 -0.09
H -5.186181 2.551712 -1.635058 -0.02 0.00 -0.01
H -5.822072 1.099636 -0.851548 0.01 0.00 0.02
H -6.222153 2.711453 -0.203442 0.01 0.00 0.01
H -4.440882 1.693856 0.953433 0.11 -0.01 -0.02
C -2.087341 -0.048984 -6.922693 0.04 0.02 -0.05
O -0.981068 -0.311717 -6.076415 -0.20 -0.07 0.13
H -1.699893 0.449902 -7.809044 -0.03 0.00 -0.01
H -2.592014 -0.967343 -7.235616 0.01 -0.01 -0.01
H -2.821832 0.609318 -6.447489 0.01 0.01 0.01
H -1.317131 -0.746877 -5.280652 0.13 -0.03 -0.01
C 4.338687 -2.708289 3.677970 -0.06 -0.03 0.01
O 3.886575 -3.963184 4.187579 0.01 0.02 0.06
H 5.290233 -2.893435 3.185351 -0.01 0.01 -0.02
H 3.638232 -2.306032 2.942321 0.05 0.03 -0.04
H 4.481316 -1.981348 4.480694 0.02 0.03 -0.02
H 3.032945 -3.823768 4.606811 -0.01 -0.03 -0.06
C -1.846653 2.154826 2.820449 -0.04 -0.13 0.00
O -1.590511 2.006323 1.419987 0.41 0.18 -0.09
H -2.361496 1.252007 3.140533 0.01 0.00 0.02
H -0.920158 2.248967 3.387035 0.01 0.00 0.00
H -2.482345 3.021171 3.007124 -0.01 0.00 -0.01
H -1.147219 2.807332 1.111323 -0.20 0.04 -0.04
C 5.752537 -2.211730 7.148330 -0.09 -0.02 0.02
O 4.473901 -1.591920 7.052185 0.02 -0.07 -0.02
H 6.498840 -1.423702 7.079276 -0.02 0.01 -0.01
H 5.869213 -2.723673 8.106784 0.07 -0.01 0.00
H 5.913570 -2.927273 6.338123 0.02 0.00 -0.01
H 3.812831 -2.287293 7.115500 -0.01 0.05 0.00
```
Forces are in eV/Å.

Properties
M, g mol⁻¹: 375.16
Strongest force on any atom, Eh/bohr: 0.013
Spin multiplicity: 1
HOMO level, eV: -9.4
Charge: 0
Frontier orbital gap, hartree: 0.349

***

The following is a quantum chemistry calculation of C9H36Fe2O17S2 as an isolated structure in a non-equilibrium geometry, from the Open Molecules 2025 dataset.

Geometry as XYZ:
```
66
Properties=species:S:1:pos:R:3:forces:R:3
Fe 2.158610 -0.683357 1.679788 -0.08 0.48 -0.55
Fe 0.688917 -2.230260 -2.269394 0.52 0.43 2.08
S -0.023642 -0.172824 0.202344 1.44 -0.99 3.04
O 0.015883 -0.965189 -1.066025 -0.55 0.78 -1.12
O 1.241267 0.611858 0.402356 -0.75 1.01 -1.47
O -1.261260 0.502926 0.398916 0.39 -0.01 -1.13
O 0.246161 -1.173189 1.290646 -0.89 -0.78 -0.10
S 3.133236 -2.501412 -0.110055 0.71 1.92 2.22
O 4.311528 -3.226825 -0.333669 -0.03 -0.96 -0.24
O 2.354859 -2.701161 1.163115 -0.30 -1.42 -0.39
O 3.377828 -1.039922 0.117640 0.25 0.89 -1.16
O 2.229997 -2.610315 -1.352431 -0.39 -0.56 -0.48
C -2.916429 3.551066 -0.689436 0.69 0.55 0.01
O -2.246592 3.087778 0.478498 -0.28 0.06 0.17
H -2.191735 3.744246 -1.488160 -0.13 -0.19 -0.12
H -3.702407 2.891401 -1.058045 -0.05 -0.08 0.14
H -3.324540 4.523698 -0.424733 -0.28 -0.11 -0.01
H -1.868386 2.219881 0.335911 -0.02 0.21 -0.24
C 2.902271 -0.476486 -3.414000 0.48 1.27 -0.62
O 1.480240 -0.809667 -3.453453 -0.22 -0.94 0.02
H 3.157695 -0.001990 -4.362373 -0.13 -0.18 -0.06
H 3.057167 0.273233 -2.640242 0.05 -0.33 0.28
H 3.537173 -1.345060 -3.300812 -0.38 -0.28 0.24
H 0.958230 -0.025081 -3.673821 -0.10 0.03 -0.03
C -2.959697 -2.471805 0.418204 -0.66 0.54 -0.46
O -2.911221 -3.039903 -0.926661 0.54 0.14 0.82
H -3.724669 -2.964405 1.012890 0.12 -0.11 0.08
H -1.989817 -2.550025 0.905899 0.03 -0.16 -0.14
H -3.230089 -1.418096 0.318965 0.09 -0.11 0.23
H -3.803012 -3.319049 -1.154021 0.11 -0.15 -0.25
C -0.143785 -4.825664 -0.601040 0.81 0.79 0.92
O -0.387706 -3.562033 -1.309242 -0.02 -0.17 -0.82
H 0.138745 -4.537654 0.415366 -0.18 -0.05 0.00
H -1.057036 -5.405328 -0.566205 0.06 -0.20 -0.43
H 0.741458 -5.292402 -1.016805 -0.34 -0.31 -0.42
H -1.326137 -3.285883 -1.124934 -0.58 -0.18 -0.33
C 0.884976 1.431105 3.633745 -0.04 0.60 0.40
O 1.292657 0.041209 3.451913 0.44 0.33 0.11
H 1.513386 1.933957 4.367557 0.07 -0.35 0.13
H 0.977534 1.999108 2.713613 -0.17 -0.38 -0.26
H -0.135930 1.430847 4.005673 -0.11 0.08 -0.25
H 0.793469 -0.444351 4.118609 0.14 -0.48 -0.18
C -4.800820 0.695808 1.696545 -0.33 -0.06 0.36
O -3.466152 0.436541 2.112685 -0.23 -0.27 0.03
H -5.481699 0.213344 2.398117 0.15 -0.13 0.01
H -5.053091 1.758056 1.730418 0.21 0.04 -0.26
H -4.999094 0.273586 0.705821 -0.05 0.16 -0.06
H -2.892929 0.658070 1.379225 0.03 0.24 0.18
C 2.904709 3.385014 -0.817578 -0.44 -0.53 0.16
O 3.956032 2.952499 0.058372 -0.25 -0.13 0.02
H 2.023668 2.781976 -0.585822 0.08 0.04 0.06
H 2.630056 4.422626 -0.643453 0.29 0.13 -0.21
H 3.166269 3.166583 -1.852321 0.03 0.37 -0.07
H 4.798105 3.078035 -0.387577 0.10 0.04 0.16
C 4.015266 1.697497 2.984899 0.23 0.35 -0.01
O 3.418538 0.991716 1.863623 -0.03 -0.05 0.89
H 4.277311 1.006686 3.777803 -0.08 -0.12 -0.04
H 4.904832 2.211462 2.624794 0.14 -0.28 0.00
H 3.356219 2.485632 3.343291 -0.17 -0.19 0.07
H 3.484020 1.653889 1.142344 0.05 -0.16 -0.75
C -3.274624 0.038493 -3.038263 -0.18 0.97 0.15
O -2.121166 0.653781 -2.458759 0.43 -0.26 -0.23
H -4.171870 0.375092 -2.511219 -0.04 -0.45 0.17
H -3.394086 0.469544 -4.030522 0.25 -0.29 -0.15
H -3.182399 -1.046253 -3.075669 -0.17 -0.06 -0.01
H -2.086299 0.477378 -1.512867 -0.28 0.03 -0.09
```
Forces are in eV/Å.

Properties
M, g mol⁻¹: 592.19
Strongest force on any atom, Eh/bohr: 0.068
Spin multiplicity: 11
HOMO level (spin up / spin down), eV: -14.2 / -14.2
Charge: +2
<S²>: 30.018
Frontier orbital gap (spin up / spin down), hartree: 0.272 / 0.167